A 2-piece molecular cluster, C14H16O overall. Source: the OMol25 dataset; level of theory: ωB97M-V with the def2-TZVPD basis set.

Structure (XYZ):
```
31
Properties=species:S:1:pos:R:3:forces:R:3
C 0.35439 4.35531 -1.58619 2.39 0.91 -0.95
C 0.73239 3.59592 -0.37311 0.22 -1.67 1.57
C 1.38063 2.38526 -0.67018 -0.15 -0.83 4.52
C 1.65899 1.45241 0.42408 -1.28 2.26 0.44
C 1.23106 1.88357 1.75010 1.25 0.12 -2.89
O 1.37522 0.90034 2.68418 -1.66 1.82 2.79
C 0.74379 3.22349 2.04724 0.75 -4.07 0.12
C 0.42413 4.00147 0.99841 -1.41 1.94 -4.30
H -0.13859 5.27745 -1.21899 -0.08 -0.38 -1.20
H -0.11652 3.70433 -2.37522 -0.21 1.05 1.02
H 1.42131 4.59107 -2.06217 -2.35 0.24 0.66
H 1.58797 2.16881 -1.67678 0.38 -0.49 -1.11
H 2.09360 0.42890 0.33199 -0.47 1.20 -0.08
H 0.87704 1.27652 3.50526 1.45 -1.39 -1.82
H 0.51126 3.32568 3.08802 -0.31 0.84 0.35
H -0.25587 4.93930 0.97233 1.50 -1.45 0.86
C -2.78637 -4.34800 -0.57427 -1.48 -3.11 0.13
C -1.53423 -3.59064 -0.49757 1.02 3.41 -0.90
C -1.41594 -2.30386 -1.18095 1.45 -1.03 1.01
C -0.23560 -1.55203 -0.96660 -0.32 -0.32 -0.62
C 0.71964 -2.07124 -0.14436 2.71 1.27 0.28
C 0.63862 -3.29143 0.47319 2.42 2.03 0.32
C -0.44360 -4.00881 0.30269 -3.59 1.45 -2.66
H -3.70735 -3.73933 -0.69729 0.77 -0.30 -0.22
H -2.97339 -4.97937 0.36852 0.40 1.02 -1.12
H -2.73567 -5.17983 -1.38622 -0.25 1.55 1.00
H -2.08072 -1.86283 -1.91368 -0.64 -0.56 0.27
H 0.07043 -0.62350 -1.48092 -0.93 -0.45 0.19
H 1.69917 -1.54223 0.00397 -1.20 -0.29 -0.25
H 1.47716 -3.55125 1.08723 0.11 -0.57 0.31
H -0.57296 -4.86549 0.76729 -0.50 -4.21 2.26
```
Forces are in eV/Å.

Results
SMILES ... Cc1ccc(O)cc1.Cc1ccccc1
LUMO energy ... 0.8000 eV
E_tot ... -618.2181 Ha
Energy relative to the best compared isomer or geometry (same formula, charge and spin) ... 2.6632 eV
Orbital gap ... 8.70 eV
Total charge ... 0
HOMO ... -7.90 eV



A 2-piece molecular cluster, C2H4O3Si overall. Source: the OMol25 dataset; level of theory: ωB97M-V with the def2-TZVPD basis set.

Structure (XYZ):
```
10
Properties=species:S:1:pos:R:3:forces:R:3
C 1.45416 -1.62126 -0.00293 2.60 -0.13 -1.09
C -1.29292 -0.16648 -0.47264 -3.37 -1.20 -0.34
O 0.52763 0.46838 1.36749 -0.70 1.02 1.17
O 0.07009 2.65148 -0.26121 -0.32 8.21 -0.41
O 2.51671 -1.45527 -0.40524 -2.19 -0.36 0.95
Si -0.15532 1.20154 0.05844 1.91 -9.78 -1.58
H 1.46733 0.64419 1.37380 0.41 0.10 0.28
H -0.69055 -1.04552 -0.79933 0.14 1.14 0.32
H -1.80702 -0.57689 0.46065 0.21 0.51 -0.93
H -2.09013 -0.10018 -1.31902 1.31 0.48 1.63
```
Forces are in eV/Å.

Results
LUMO energy (alpha / beta) ... 0.3961 / -4.3454 eV
E_tot ... -593.6676 Ha
Multiplicity ... 3
Energy relative to the best compared isomer or geometry (same formula, charge and spin) ... 0.0000 eV
Orbital gap (alpha / beta) ... 5.62 / 7.67 eV
Total charge ... 0
HOMO (alpha / beta) ... -5.22 / -12.02 eV



A 3-piece molecular cluster, C3H12N2O3 overall. Source: the OMol25 dataset; level of theory: ωB97M-V with the def2-TZVPD basis set.

Structure (XYZ):
```
20
Properties=species:S:1:pos:R:3:forces:R:3
C 1.91826 -0.66576 1.06490 1.75 -3.36 1.40
C 1.00079 0.49600 1.09930 3.12 1.57 -0.12
N 0.15068 0.46783 -0.02253 -2.30 1.81 -1.66
C -0.72353 1.54376 -0.45897 2.42 -1.34 1.42
N -1.34620 2.39574 0.43462 -0.95 0.21 -1.88
O -0.90017 1.72403 -1.63682 -0.62 0.21 -1.26
H 2.85638 -0.90879 0.50975 -1.23 1.15 -1.28
H 1.31914 -1.58368 1.10585 0.13 0.01 -0.44
H 2.47798 -0.75219 1.99753 -0.50 0.47 0.85
H 0.49456 0.31918 2.03207 -0.51 0.76 0.52
H 1.78947 1.38477 1.14272 -2.19 -0.87 0.06
H 0.35012 -0.20668 -0.77574 -0.21 0.86 0.66
H -1.92192 3.04189 -0.19364 1.32 -0.80 2.01
H -0.98850 2.64472 1.33882 -0.08 0.04 -0.03
O -0.47945 -2.92521 0.22901 -1.26 0.59 0.25
H -0.29091 -3.20739 -0.65411 0.65 -0.49 -0.88
H -1.32130 -2.45936 0.04445 0.60 -0.09 0.57
O -1.25766 -0.73252 -2.25795 -0.29 -2.84 0.85
H -2.17648 -0.52359 -2.20293 -1.03 0.07 0.28
H -0.95126 -0.05274 -2.79635 1.18 2.04 -1.31
```
Forces are in eV/Å.

Results
SMILES ... CCNC(N)=O.O.O
LUMO energy ... 0.7366 eV
E_tot ... -456.7115 Ha
Energy relative to the best compared isomer or geometry (same formula, charge and spin) ... 1.5952 eV
Orbital gap ... 9.83 eV
Total charge ... 0
HOMO ... -9.10 eV